(1)
15
Properties=species:S:1:pos:R:3:mulliken_spin:R:1 method="wB97M-V/def2-TZVPD" s_squared=0.75 orbital_gap_ev="4.575 / 8.929" e_homo_ev="-4.519 / -8.885" multiplicity=2 e_above_lowest_kcal_mol=27.6 lumo_energy_ha="0.00204 / 0.00161"
C 2.26701 0.03767 -0.08175 0.746
N 1.80092 0.53047 -1.18183 0.259
H 3.23355 -0.57401 -0.10007 -0.003
H 1.81458 0.28500 0.87816 0.007
H 0.69442 0.60018 -1.30206 -0.010
H 2.53106 0.70857 -1.92050 -0.016
H -0.89589 0.25242 1.62902 -0.004
H -0.86120 1.71162 1.52928 -0.001
O -0.34868 0.92949 1.22807 0.011
H -3.17320 -1.29610 1.56077 0.000
H -1.77987 -2.06658 1.49300 -0.001
O -2.17175 -1.19316 1.28592 0.008
H -0.99720 -0.23132 -0.68871 -0.005
H -1.47559 -0.46984 -2.11414 0.003
O -0.64196 -0.09373 -1.53917 0.006

***

(2)
97
Properties=species:S:1:pos:R:3:mulliken_spin:R:1 method="wB97M-V/def2-TZVPD" charge=+2 s_squared=6.36 orbital_gap_ev="5.441 / 5.572" e_homo_ev="-12.988 / -13.300" multiplicity=5 e_above_lowest_kcal_mol=29.8 lumo_energy_ha="-0.27734 / -0.28402"
Mn 0.26874 0.20957 -1.21663 3.998
C -4.74296 -2.21073 -3.00913 -0.014
C -4.32446 -2.35533 -1.69613 0.003
C -3.34376 -1.53673 -1.16763 -0.040
C -2.77266 -0.53493 -1.95293 0.079
C -3.22546 -0.37873 -3.27753 -0.035
C -4.18846 -1.21453 -3.79973 0.004
N -1.77436 0.34917 -1.49293 -0.343
C -2.13656 1.64997 -1.61393 -0.002
C -3.46516 2.12447 -1.66183 0.025
C -3.70796 3.45487 -1.88573 -0.028
C -2.65936 4.36787 -2.08953 -0.064
C -1.35176 3.95947 -2.00383 0.066
C -1.08236 2.60677 -1.74743 -0.179
N 0.14554 2.02967 -1.73213 -0.036
N 1.18574 2.72397 -2.04643 0.325
C 2.32024 1.99737 -2.03943 -0.037
C 3.54614 2.57557 -2.40083 0.063
C 4.68814 1.81487 -2.31683 -0.002
C 4.57724 0.49247 -1.88703 0.061
C 3.33274 -0.01803 -1.58043 0.018
N 2.20134 0.69167 -1.64033 -0.040
H -5.49976 -2.86543 -3.40783 0.000
H -4.77756 -3.11123 -1.07573 0.000
H -3.07226 -1.64983 -0.13153 0.001
H -2.77836 0.38937 -3.89413 0.002
H -4.51536 -1.09343 -4.82023 0.000
H -4.28046 1.43467 -1.51373 0.005
H -4.72546 3.81007 -1.91433 -0.001
H -2.88996 5.39457 -2.31793 -0.003
H -0.52016 4.63357 -2.14203 0.004
H 3.54944 3.60717 -2.71223 -0.003
H 5.64934 2.23987 -2.56143 0.000
H 5.44894 -0.13473 -1.80273 0.001
H 3.22274 -1.03983 -1.24873 0.026
C 1.65054 -0.29643 4.70677 0.001
C 1.66704 -0.71353 3.24907 0.013
C 3.09744 -0.82503 2.74817 0.000
C 0.96274 -2.05033 3.10657 0.008
Sb 0.60564 0.78837 1.85097 0.089
C -1.52436 0.90967 2.73207 -0.009
C -1.52356 0.64617 4.22067 0.001
C -2.31546 -0.15003 1.98937 0.013
C -2.09006 2.28657 2.44847 0.002
C 1.74924 2.81527 2.10187 0.017
C 0.84244 3.94257 1.64807 -0.008
C 2.16894 3.01257 3.54017 0.005
C 2.96944 2.73087 1.20717 -0.018
H 2.32924 -0.95783 5.24697 0.001
H 0.66954 -0.40943 5.15447 0.001
H 1.99904 0.71717 4.86597 0.000
H 3.58044 -1.67063 3.23797 0.001
H 3.67214 0.06287 3.00157 0.000
H 3.13414 -0.98593 1.66787 -0.001
H 1.34944 -2.73373 3.86307 0.000
H 1.15164 -2.48893 2.12937 -0.003
H -0.11036 -1.97043 3.25987 -0.001
H -1.27966 -0.38893 4.44117 0.000
H -2.52306 0.83537 4.61367 0.000
H -0.83826 1.30427 4.74927 0.000
H -1.94806 -1.15323 2.20797 0.004
H -2.25866 0.03027 0.91437 0.022
H -3.36266 -0.10193 2.28847 0.001
H -1.60736 3.04077 3.06447 -0.001
H -3.14996 2.29067 2.70457 0.000
H -1.99896 2.55697 1.39607 -0.004
H 0.09774 4.18637 2.39967 -0.001
H 0.34044 3.72427 0.70557 0.005
H 1.44604 4.83687 1.49317 0.001
H 1.33254 2.94277 4.23177 0.000
H 2.59134 4.01337 3.64277 0.000
H 2.94434 2.30827 3.82997 0.000
H 2.68374 2.70607 0.16037 0.015
H 3.58964 1.86487 1.42967 -0.001
H 3.57954 3.62197 1.35597 0.002
C 2.79324 -3.67273 -0.97893 0.003
C 1.83644 -3.30703 -2.10783 -0.001
P 0.46014 -2.10833 -1.76683 0.022
C -0.40066 -2.93443 -0.34053 0.063
C -0.95536 -4.35093 -0.41153 0.006
C -0.39116 -2.34953 -3.40783 -0.022
C -1.20356 -3.62033 -3.62783 0.000
H 3.28904 -4.60793 -1.23173 0.000
H 2.27714 -3.81813 -0.03173 -0.001
H 3.57394 -2.92773 -0.84103 0.000
H 1.30394 -4.20823 -2.42943 -0.003
H 2.39644 -2.93593 -2.97283 0.001
H -1.18346 -2.24073 -0.02743 -0.061
H 0.36874 -2.89523 0.44117 -0.012
H -1.85236 -4.39883 -1.02013 0.000
H -1.22326 -4.65193 0.60007 0.000
H -0.23216 -5.06503 -0.79393 0.000
H 0.42994 -2.31823 -4.13403 0.007
H -1.02496 -1.48093 -3.59923 -0.007
H -0.66096 -4.51723 -3.35033 0.000
H -1.43226 -3.69693 -4.68743 0.000
H -2.14436 -3.58583 -3.08503 0.000

***

(3)
72
Properties=species:S:1:pos:R:3:lowdin_charge:R:1 method="wB97M-V/def2-TZVPD" charge=+1 orbital_gap_ev=7.139 e_homo_ev=-11.379 multiplicity=1 lumo_energy_ha=-0.15582
C 3.19099 -0.92468 2.74412 0.163
C 2.84974 0.05608 2.16178 -0.354
S 2.65218 1.52077 1.37786 1.131
C 4.22266 1.82237 0.52700 -0.275
C 4.17931 2.63319 -0.53608 0.024
C 1.47951 1.27506 0.04214 -0.320
C 0.05223 1.03376 0.54780 -0.236
C -0.91926 2.13862 0.14438 -0.191
C -2.35085 1.95618 0.65487 -0.180
C -2.94623 0.53968 0.50339 -0.180
C -3.16606 -0.20956 1.84077 -0.240
C -2.15722 -1.33244 2.09152 -0.460
S -2.77813 -2.95584 1.56309 1.039
C -1.52427 -3.51943 0.50320 -0.671
N -1.36006 -4.72745 0.05876 0.050
N -0.25024 -4.69220 -0.75388 0.049
C 0.20376 -3.48724 -0.74601 -0.163
O -0.56610 -2.67014 0.03609 -0.015
H 3.53701 -1.80688 3.22915 0.069
H 5.11880 1.34754 0.90998 0.067
H 4.71912 2.35260 -1.43096 0.098
H 3.58740 3.54299 -0.49052 0.058
H 1.84038 0.44364 -0.56001 0.110
H 1.49110 2.14207 -0.61589 0.098
H 0.01854 0.83271 1.62083 0.115
H -0.28445 0.11068 0.08402 0.091
H -0.96189 2.13246 -0.94728 0.129
H -0.52507 3.11866 0.41689 0.100
H -2.47849 2.32839 1.66929 0.110
H -2.96096 2.60810 0.03255 0.111
H -2.40062 -0.08617 -0.20195 0.108
H -3.93947 0.66313 0.07963 0.110
H -4.19146 -0.55328 1.93223 0.102
H -3.01735 0.51074 2.64529 0.103
H -1.26192 -1.12220 1.51951 0.034
H -1.84478 -1.39326 3.12952 0.079
H 1.03375 -3.05222 -1.26688 0.126
C -1.60814 -6.89759 -2.72415 0.025
N -1.61513 -8.03174 -3.68900 -0.447
O -1.16550 -9.09458 -3.32766 0.082
O -2.08255 -7.80028 -4.78782 0.041
H -1.17060 -7.23344 -1.79271 0.082
H -1.02091 -6.09778 -3.16202 0.088
H -2.63950 -6.58862 -2.58097 0.098
C -4.44422 -5.85306 -5.91558 0.041
N -4.70254 -4.46933 -5.43174 -0.455
O -5.36808 -3.73562 -6.12737 0.074
O -4.21783 -4.16789 -4.35714 0.040
H -4.92951 -5.98277 -6.87540 0.096
H -3.36928 -5.97183 -6.00020 0.084
H -4.84987 -6.53717 -5.17731 0.100
C 2.42242 5.89815 2.01718 0.064
N 1.39221 5.54959 0.99818 -0.430
O 1.76519 5.08146 -0.06387 0.045
O 0.23787 5.75810 1.29110 0.070
H 3.40061 5.66119 1.61537 0.094
H 2.33186 6.96085 2.22091 0.111
H 2.20910 5.31409 2.90784 0.104
C 7.04721 -2.08157 1.63856 0.051
N 7.19109 -0.61817 1.87786 -0.448
O 7.36508 -0.24254 3.01273 0.088
O 7.12426 0.10695 0.90021 0.036
H 7.12955 -2.59396 2.58975 0.098
H 6.07352 -2.24362 1.18523 0.093
H 7.84230 -2.38120 0.96277 0.107
C -2.48273 7.29861 1.98197 0.035
N -2.87582 8.70306 2.28084 -0.456
O -3.54581 9.28826 1.45898 0.076
O -2.48911 9.16112 3.33532 0.064
H -2.89155 7.02359 1.01682 0.095
H -1.40079 7.26031 1.97158 0.065
H -2.88783 6.67273 2.77147 0.101